Entry 1:
Molecular formula: C6H6O2
Method: DFT, wB97M-V/def2-TZVPD

gap between HOMO and LUMO	0.3538	Ha
relative energy (zero: lowest compared OMol25 entry of this formula, charge and spin)	54.4	kcal/mol
E_HOMO	-8.779	eV
structure (SMILES)	C1=C[C@@H]2C=C[C@H](O1)O2

ORCA input file:
```
! wB97M-V def2-TZVPD RIJCOSX def2/J DEFGRID3
* xyz 0 1
O -0.174 0.059 1.295
O -0.675 1.383 -0.563
C 0.915 -0.643 0.716
C -1.102 0.272 0.236
C 1.514 0.283 -0.389
C -1.072 -0.972 -0.490
C 0.025 -1.701 -0.015
C 0.646 1.213 -0.784
H 1.644 -1.048 1.499
H -2.151 0.452 0.642
H 0.815 2.084 -1.503
H 0.380 -2.676 -0.268
H 2.500 0.229 -0.781
H -1.948 -1.292 -1.090
*
```

natural (NBO) atomic charge list, values in e, 4 entries: -0.513 -0.480 0.029 0.298

Entry 2:
Molecular formula: C6H6O5Pb
Method: DFT, wB97M-V/def2-TZVPD

gap between HOMO and LUMO (spin up / spin down)	0.2034 / 0.2007	Ha
relative energy (zero: lowest compared OMol25 entry of this formula, charge and spin)	298.5	kcal/mol
E_HOMO (spin up / spin down)	-14.981 / -14.939	eV

ORCA input file:
```
! wB97M-V def2-TZVPD RIJCOSX def2/J DEFGRID3
* xyz 2 1
Pb 0.213 0.011 -1.225
O 0.223 0.031 -4.247
O -0.294 2.973 -1.254
O 0.805 0.652 0.748
O 3.035 -0.993 -1.256
O -2.071 -1.896 -1.254
C 2.031 -0.632 -1.249
C 0.222 0.030 -3.170
C -0.116 1.933 -1.254
C -1.252 -1.209 -1.244
C -0.377 0.628 1.562
C -0.554 -0.726 2.241
H -1.435 -0.660 2.902
H 1.457 0.049 1.057
H -0.726 -1.525 1.503
H -1.280 0.888 0.992
H 0.327 -0.972 2.852
H -0.207 1.416 2.296
*
```

Löwdin atomic charge list, values in e, 4 entries: 1.223 0.355 0.386 -0.185

Entry 3:
Molecular formula: C6H6OS
Method: DFT, wB97M-V/def2-TZVPD

gap between HOMO and LUMO (spin up / spin down)	0.2486 / 0.2848	Ha
relative energy (zero: lowest compared OMol25 entry of this formula, charge and spin)	68.8	kcal/mol
E_HOMO (spin up / spin down)	-6.954 / -7.473	eV

ORCA input file:
```
! wB97M-V def2-TZVPD RIJCOSX def2/J DEFGRID3
* xyz 0 1
S -1.094 -1.917 0.253
O 2.697 -1.235 -0.100
C 0.469 -1.199 0.065
C 0.257 1.341 0.408
C 0.941 0.178 0.167
C -2.235 -0.818 -0.299
C 1.594 -1.979 -0.081
C 2.339 0.044 0.047
H 1.700 -3.041 -0.173
H -3.253 -1.009 -0.033
H 0.815 2.231 0.626
H -1.966 -0.013 -0.950
H -0.812 1.375 0.482
H 3.099 0.799 0.021
*
```

natural (NBO) atomic charge list, values in e, 4 entries: 0.438 -0.387 -0.302 -0.340

Entry 4:
Molecular formula: C6H6S
Method: DFT, wB97M-V/def2-TZVPD

gap between HOMO and LUMO (spin up / spin down)	0.2042 / 0.2042	Ha
relative energy (zero: lowest compared OMol25 entry of this formula, charge and spin)	167.0	kcal/mol
E_HOMO (spin up / spin down)	-7.280 / -7.280	eV

ORCA input file:
```
! wB97M-V def2-TZVPD RIJCOSX def2/J DEFGRID3
* xyz 0 1
S 3.024 -0.452 0.000
C -0.393 -1.202 -0.237
C -0.969 0.990 -0.300
C -2.091 0.283 0.145
C -0.021 0.040 -0.558
C -1.743 -1.099 0.179
C 1.900 0.790 0.078
H -3.100 0.498 0.323
H 2.190 1.831 0.274
H -2.376 -1.877 0.263
H -0.874 2.112 -0.328
H 0.349 -1.995 -0.307
H 4.102 0.081 0.469
*
```

natural (NBO) atomic charge list, values in e, 4 entries: 0.314 -0.449 -0.396 -0.285

Entry 5:
Molecular formula: C6H6S2
Method: DFT, wB97M-V/def2-TZVPD

gap between HOMO and LUMO	0.2871	Ha
relative energy (zero: lowest compared OMol25 entry of this formula, charge and spin)	40.2	kcal/mol
E_HOMO	-8.804	eV
structure (SMILES)	C=C(C=S)C(=C)C=S

ORCA input file:
```
! wB97M-V def2-TZVPD RIJCOSX def2/J DEFGRID3
* xyz 0 1
S -0.821 2.664 -2.052
S 2.761 0.639 0.181
C 0.297 -0.651 0.203
C -0.259 -1.888 0.352
C -0.499 0.583 -0.106
C -0.207 1.195 -1.468
C 1.760 -0.620 0.411
C -1.375 1.126 0.719
H 2.205 -1.482 0.635
H -1.290 -2.206 0.263
H 0.569 0.620 -2.021
H -1.978 1.953 0.464
H -1.552 0.789 1.698
H 0.390 -2.724 0.721
*
```

natural (NBO) atomic charge list, values in e, 4 entries: 0.019 0.061 -0.123 -0.277

Entry 6:
Molecular formula: C6H6S2
Method: DFT, wB97M-V/def2-TZVPD

gap between HOMO and LUMO	0.3154	Ha
relative energy (zero: lowest compared OMol25 entry of this formula, charge and spin)	22.1	kcal/mol
E_HOMO	-8.430	eV
structure (SMILES)	SC1=CC=CC=CS1

ORCA input file:
```
! wB97M-V def2-TZVPD RIJCOSX def2/J DEFGRID3
* xyz 0 1
S 3.060 -0.365 0.451
S 0.984 1.507 -0.566
C -0.843 -1.158 -0.626
C 0.586 -1.235 -0.352
C -0.359 1.683 0.559
C -1.735 -0.269 -0.258
C 1.428 -0.153 -0.207
C -1.473 0.993 0.476
H 3.785 0.032 -0.633
H -1.272 -2.005 -1.050
H -2.714 -0.694 -0.435
H 0.867 -2.180 0.106
H -2.128 1.422 1.194
H -0.186 2.422 1.341
*
```

natural (NBO) atomic charge list, values in e, 4 entries: 0.014 0.254 -0.192 -0.220

Q: Which of these has the highest relative energy (zero: lowest compared OMol25 entry of this formula, charge and spin)?
A: C6H6O5Pb